Entry 1:
{"formula": "C36H57BrF10NO21PS2", "method": "ωB97M-V/def2-TZVPD", "smiles": "CC[C@@H](C)[C@@]1(CCCCC(F)(F)C(F)(F)S(F)(F)(F)(F)F)[C@H](Br)[C@@H](P(=N)(O)O)[C@](F)(CCO)OS1(=O)=O.C[C@@H]1COC(=O)O1.C[C@@H]1COC(=O)O1.C[C@@H]1COC(=O)O1.C[C@@H]1COC(=O)O1.C[C@@H]1COC(=O)O1", "total_energy_ev": -210917.1352, "gap_ev": 7.73, "symbols": ["Br", "S", "S", "P", "F", "F", "F", "F", "F", "F", "F", "F", "F", "F", "O", "O", "O", "O", "O", "O", "O", "O", "O", "O", "O", "O", "O", "O", "O", "O", "O", "O", "O", "O", "O", "N", "C", "C", "C", "C", "C", "C", "C", "C", "C", "C", "C", "C", "C", "C", "C", "C", "C", "C", "C", "C", "C", "C", "C", "C", "C", "C", "C", "C", "C", "C", "C", "C", "C", "C", "C", "C", "H", "H", "H", "H", "H", "H", "H", "H", "H", "H", "H", "H", "H", "H", "H", "H", "H", "H", "H", "H", "H", "H", "H", "H", "H", "H", "H", "H", "H", "H", "H", "H", "H", "H", "H", "H", "H", "H", "H", "H", "H", "H", "H", "H", "H", "H", "H", "H", "H", "H", "H", "H", "H", "H", "H", "H", "H"], "coordinates": [[3.992907, 3.121247, 2.809308], [-3.479388, 1.156072, -3.570473], [2.638570, -0.336983, 0.073685], [5.314158, 3.663047, -0.202599], [-4.683388, 1.679939, -0.563795], [4.915583, 1.014875, -1.705426], [-1.379284, 1.973445, -2.178304], [-2.557936, -0.202282, -3.962398], [-2.269490, 2.054050, -4.320390], [-2.179585, -0.025775, -1.593065], [-3.272827, 3.430670, -0.798979], [-4.631286, 0.117539, -2.999922], [-4.390386, 2.505837, -3.313602], [-4.184929, 1.027227, -5.069315], [2.460216, -5.020336, -5.174967], [2.587092, 0.590838, -1.315312], [-1.662870, 1.837647, 3.742317], [-4.802657, 5.818300, 3.947475], [0.593263, -1.863661, -7.203666], [1.053964, -0.026005, -8.438553], [-0.302197, -3.666292, 4.299800], [-5.008407, 6.127296, 6.179512], [1.045275, -3.648236, -4.062666], [-0.884458, -4.672060, 2.360256], [-5.478248, 4.118634, 5.252061], [5.870589, 3.889835, -1.784282], [0.161655, -1.865273, -9.407832], [1.544409, -1.361643, 0.028498], [-1.398364, -5.646394, 4.317610], [-2.906260, 1.575644, 5.613889], [3.940590, -1.105898, 0.036221], [2.932523, 2.203156, -5.137061], [-0.835733, 0.717328, 5.524360], [3.088677, -2.914256, -4.637424], [5.054151, 5.202632, 0.473579], [6.539065, 3.002124, 0.602539], [-5.087721, 5.423143, 5.218492], [-1.189480, 2.326472, 0.824891], [3.254024, 2.485865, -2.668689], [3.739354, 2.562284, -0.147281], [0.004763, -3.208948, -8.950703], [-0.813851, -4.574491, 3.716169], [1.239884, 1.749373, 1.550353], [3.864484, 1.944250, -4.034166], [-5.259544, 4.939748, 1.735115], [-1.788769, 1.416754, 4.857363], [-4.785255, 4.640692, 3.141226], [-1.271030, 0.612177, 6.880317], [0.642919, -1.144555, -8.359495], [-0.807478, -0.688845, 7.498483], [0.075262, 1.343242, 0.544190], [2.221111, -3.962076, -4.671523], [2.546283, 0.824260, 1.501270], [-0.191163, -3.022614, -7.473830], [-1.162976, -3.881530, -9.638352], [1.245181, -2.402501, -3.392319], [-2.762120, 0.718226, 6.743731], [4.085780, -0.446952, 3.306914], [2.627531, 0.087003, 2.944377], [-5.695102, 3.719799, 3.902282], [-2.586227, 1.280727, -1.927516], [2.344426, -1.779936, -4.201253], [3.800716, 1.840028, 1.299213], [-2.092818, -7.851394, 3.591556], [-0.030424, -1.589704, -3.370878], [-1.317759, -5.996601, 2.065175], [1.491328, -1.022762, 3.151176], [-2.592675, 1.610921, 0.621513], [-3.333750, 2.028814, -0.746619], [1.991260, -2.528023, 2.925911], [3.630730, 1.566537, -1.387733], [-2.090729, -6.367067, 3.298377], [0.157753, -0.564070, -3.046178], [4.340924, 5.668996, -0.010444], [-1.011096, 3.239383, 0.180072], [4.842817, 2.474544, -4.266491], [3.463231, 3.591572, -2.470857], [-0.436680, -6.623286, 1.896298], [-3.117986, -5.989466, 3.253068], [-1.095543, -8.197629, 3.876411], [2.395726, 0.916027, 3.701442], [-1.127051, 2.646789, 1.926829], [2.429821, -2.959551, 3.892672], [1.148431, -3.173132, 2.526150], [0.932182, -3.750926, -9.164137], [-2.576179, 0.482437, 0.773930], [-3.228880, 1.160194, 7.624662], [3.992742, 0.814525, -4.003671], [6.840823, 3.640258, 1.350668], [1.025620, -0.943843, 4.194966], [0.272336, -0.664323, 7.663633], [-0.920667, -4.080284, -10.685145], [-6.754581, 3.855806, 3.663190], [-0.504322, -1.570478, -4.356083], [-4.508818, 5.527829, 1.201670], [0.772955, 1.756819, 2.597962], [2.824586, -2.558002, 2.141444], [4.714273, -0.771769, 2.423321], [4.108448, -1.275679, 4.080152], [-5.441336, 4.021090, 1.172678], [-2.437380, -8.426794, 2.729705], [0.401296, 1.598426, -0.521147], [-1.298754, -0.871192, 8.456610], [-0.292903, 0.276738, 0.653706], [1.574814, -2.614519, -2.369543], [-2.751027, -8.068071, 4.436433], [-5.431714, 2.670039, 3.764553], [-3.284462, 2.010003, 1.446411], [2.775748, 1.335323, -5.566518], [0.170514, -3.875369, -6.897094], [-3.758580, 4.258097, 3.120249], [1.986533, -1.238309, -5.082676], [-1.416198, -4.828627, -9.157220], [2.970776, -1.114500, -3.604598], [2.109527, 2.415649, -2.746021], [-1.001614, -1.533443, 6.830940], [-0.752901, -2.041236, -2.686665], [1.477564, 2.851544, 1.338779], [-6.174521, 5.538605, 1.745531], [4.759925, 1.212279, 1.275640], [-1.228507, -2.816217, -7.191652], [6.622856, 4.522023, -1.772967], [-0.860501, 1.461982, 7.435899], [-3.250204, -0.235983, 6.522889], [2.870728, 3.310092, -0.204753], [-2.044683, -3.234650, -9.639725], [4.646633, 0.435777, 3.783069], [0.644547, -0.788641, 2.424886], [-1.938197, -6.007455, 1.168250]], "forces_ev_per_angstrom": [[-0.45, -0.71, -0.85], [0.25, -1.17, -4.51], [1.47, -6.75, -0.39], [4.68, 0.02, 1.24], [1.92, 0.38, -1.22], [-2.08, 0.26, 1.16], [-2.55, -1.22, 0.93], [-1.41, 1.90, 0.44], [-2.29, -0.91, 1.01], [-1.44, 2.85, -0.13], [-0.21, -2.32, -0.94], [1.41, 1.93, -0.21], [1.33, -2.01, 0.06], [0.81, 0.22, 2.29], [-0.19, 0.53, 0.19], [1.05, 0.04, 1.74], [-0.17, -0.23, 0.69], [-0.09, -0.23, 0.63], [0.03, 0.29, -0.34], [-0.17, -0.60, 0.13], [-0.59, -0.52, -0.11], [-0.03, -0.42, -0.52], [0.60, -0.29, -0.38], [0.03, 0.09, 0.53], [0.10, 0.45, 0.01], [-1.86, 0.34, 1.45], [0.30, 0.36, 0.55], [1.42, 3.84, -0.17], [0.23, 0.55, -0.29], [0.46, 0.00, -0.57], [-2.72, 3.41, 0.47], [0.57, -0.85, 0.71], [-0.50, 0.56, -0.55], [-0.36, -0.51, -0.08], [-1.08, -1.82, -2.00], [-2.16, 1.26, -0.76], [0.08, 0.55, 0.68], [1.20, -0.59, 0.61], [-1.28, -0.54, 0.14], [-0.16, 0.46, 0.61], [-0.62, -0.75, -0.38], [0.31, 0.59, 0.45], [-1.45, -0.11, -0.52], [-0.27, -0.06, -0.19], [0.18, 0.44, -0.12], [0.10, 0.06, -0.26], [-0.13, -0.06, -1.09], [0.28, -0.77, 0.87], [0.27, 0.80, -0.21], [0.45, -0.14, -0.22], [-0.88, 1.37, 0.02], [0.22, -0.55, -0.25], [0.03, 2.59, 1.50], [0.03, -0.51, 0.55], [-0.03, 0.15, -0.48], [-0.72, 0.81, 0.48], [-0.48, 0.07, 0.49], [0.73, 0.97, 0.39], [0.32, -0.81, 0.57], [-0.09, -0.63, 0.02], [2.55, -0.19, 0.30], [0.43, 0.60, 0.06], [0.78, -1.69, -1.37], [-0.06, -0.08, 0.50], [-0.31, -0.39, 0.03], [-0.10, -0.06, -0.64], [-0.40, -0.34, -0.25], [-0.58, 1.01, 0.35], [0.28, -0.13, 3.56], [0.55, 0.29, -0.50], [0.95, 2.63, -2.17], [-0.26, -1.04, 0.00], [0.07, -0.09, 0.01], [0.43, -0.03, 0.38], [-0.73, -0.98, 0.72], [-1.14, -0.87, 0.42], [0.10, -1.66, -0.37], [-0.08, -0.06, 0.13], [0.08, 0.07, -0.06], [-0.02, 0.12, -0.19], [0.35, -0.98, -1.39], [-0.21, -0.43, -1.93], [-0.83, 0.53, -1.38], [1.20, 0.89, 0.72], [-0.01, 0.07, 0.11], [0.16, 1.51, -0.48], [-0.04, 0.11, -0.21], [0.26, 1.54, 0.36], [-0.13, -0.49, -0.29], [0.83, 0.04, -1.43], [-0.11, 0.01, 0.07], [-0.01, -0.06, 0.11], [0.08, 0.10, -0.11], [0.26, 0.08, -0.01], [-0.04, -0.13, -0.01], [0.92, -0.30, -1.42], [-1.12, 0.10, 1.05], [-0.98, 0.21, 0.91], [-0.38, 0.97, -1.02], [0.06, 0.01, 0.08], [0.00, 0.11, 0.02], [-0.35, -0.97, 1.36], [0.00, 0.11, -0.06], [0.87, 1.22, -0.24], [0.07, 0.02, -0.09], [0.00, -0.01, -0.13], [0.01, 0.07, 0.20], [0.79, -0.50, -1.33], [0.05, 0.98, 0.25], [0.08, 0.19, 0.06], [-0.06, -0.06, 0.11], [-0.17, -0.09, 0.06], [0.10, 0.07, 0.02], [0.08, -0.24, -0.02], [1.58, 0.07, -0.02], [-0.14, 0.13, 0.03], [0.10, 0.11, 0.03], [-0.07, -1.64, 0.25], [0.00, -0.19, 0.13], [-1.25, 1.15, 0.26], [0.00, -0.02, -0.17], [-0.49, -0.64, 0.31], [-0.10, 0.03, -0.09], [0.17, -0.02, 0.01], [0.96, -1.30, 0.04], [0.10, -0.03, 0.20], [-0.66, -1.29, -0.69], [1.01, -0.42, 0.94], [0.12, 0.18, 0.04]], "lowdin_charge": [0.79, 0.98, 0.81, 0.65, 0.06, 0.02, 0.06, -0.20, -0.18, 0.07, 0.07, -0.16, -0.15, -0.16, 0.15, -0.17, 0.13, 0.09, 0.04, 0.16, 0.14, 0.16, 0.08, 0.06, 0.06, -0.20, 0.09, -0.29, 0.09, 0.07, -0.29, -0.10, 0.09, 0.08, -0.23, -0.19, -0.54, -0.16, -0.06, -0.24, -0.34, -0.54, -0.16, -0.20, -0.02, -0.51, -0.34, -0.33, -0.54, -0.01, -0.18, -0.55, -0.40, -0.10, -0.02, -0.32, -0.10, -0.08, -0.31, -0.11, -0.32, -0.10, -0.60, -0.02, -0.02, -0.10, -0.19, -0.07, -0.36, -0.11, -0.45, -0.34, 0.09, 0.07, 0.12, 0.13, 0.12, 0.15, 0.16, 0.09, 0.11, 0.09, 0.09, 0.06, 0.16, 0.14, 0.15, 0.12, -0.02, 0.11, 0.09, 0.09, 0.14, 0.08, 0.09, 0.12, 0.07, 0.08, 0.09, 0.08, 0.09, 0.10, 0.09, 0.10, 0.15, 0.09, 0.14, 0.12, 0.08, 0.14, 0.15, 0.13, 0.09, 0.12, 0.14, 0.09, 0.09, 0.11, 0.09, 0.10, 0.14, 0.09, 0.16, 0.14, 0.13, 0.09, 0.06, 0.10, 0.14]}

***

Entry 2:
{"formula": "C29H44BrN3P2Pd", "method": "ωB97M-V/def2-TZVPD", "spin_multiplicity": 5, "total_charge": 4, "total_energy_ev": -127313.6644, "s2": 6.075, "gap_ev": [6.61, 4.48], "symbols": ["Pd", "Br", "P", "P", "N", "N", "N", "C", "C", "C", "C", "C", "C", "C", "C", "C", "C", "C", "C", "C", "C", "C", "C", "C", "C", "C", "C", "C", "C", "C", "C", "C", "C", "C", "C", "C", "H", "H", "H", "H", "H", "H", "H", "H", "H", "H", "H", "H", "H", "H", "H", "H", "H", "H", "H", "H", "H", "H", "H", "H", "H", "H", "H", "H", "H", "H", "H", "H", "H", "H", "H", "H", "H", "H", "H", "H", "H", "H", "H", "H"], "coordinates": [[-1.336924, 0.042311, 1.700883], [-2.039541, -2.691426, 0.400655], [-2.517471, -3.403774, -1.727343], [0.663937, -0.017912, 0.639142], [-1.081463, -1.043246, 3.539982], [-0.478879, -1.215065, 5.638665], [5.023856, 5.590360, -3.313684], [-0.090136, -0.837780, 6.987859], [-0.919531, -3.847134, -2.430340], [1.291534, 1.608653, -1.626073], [2.946264, 5.203714, -1.505289], [0.043616, 3.872224, 2.327758], [-0.113052, 4.130220, 0.947873], [-3.583817, -2.031571, -3.939834], [1.817220, 1.155417, 1.423211], [1.893299, 4.941197, -0.568236], [-0.615766, 2.763373, 2.882590], [-3.673661, -4.763252, -1.574717], [-3.258543, -1.923146, -2.451350], [0.957168, 4.696954, 0.187433], [-1.932894, 2.552148, 0.810437], [-0.966728, -4.621321, -3.751343], [3.853385, 5.126554, -3.744541], [3.315027, 0.952597, 1.175738], [-1.269694, 3.654719, 0.278186], [-0.534928, -2.505966, 5.128504], [2.772149, 4.921435, -2.877369], [5.200611, 5.886141, -2.027582], [-1.361930, 2.005720, 1.977705], [4.185783, 5.714942, -1.077412], [1.443783, -1.662290, 0.689171], [-5.154670, -4.368901, -1.489864], [2.523747, -1.931843, -0.361510], [-0.828104, -0.355189, 4.644924], [0.393084, 0.492011, -1.090852], [-0.919866, -2.395076, 3.817832], [-0.883561, 0.718280, 4.779157], [3.861158, 1.753152, 1.691841], [-1.553199, 4.087496, -0.682328], [1.824780, 4.545671, -3.263013], [-2.679804, -2.123291, -4.553113], [-5.739582, -5.253802, -1.210780], [-0.736785, -1.329697, 7.725333], [-3.496130, -5.426687, -2.436944], [-1.453204, -5.597904, -3.632957], [-0.661866, 0.804669, -1.146896], [3.752975, 4.906007, -4.810471], [1.615210, 1.093567, 2.503403], [2.840879, -2.979223, -0.277593], [1.488445, 2.161044, 1.118823], [3.414346, -1.311428, -0.206073], [1.853144, -1.772719, 1.704931], [-2.568831, -1.083528, -2.268447], [0.060631, -4.806332, -4.087806], [-4.249056, -2.874331, -4.168895], [-0.518570, 2.470792, 3.923152], [0.745328, 4.473157, 2.909158], [4.365227, 5.958997, -0.032390], [2.351033, 1.318574, -1.677385], [2.165067, -1.779422, -1.386364], [3.669973, -0.000365, 1.584721], [0.974611, 1.856064, -2.649286], [0.622892, -2.390109, 0.601149], [-2.790937, 2.076217, 0.339615], [-4.100767, -1.118391, -4.256965], [-0.182745, 0.249872, 7.092324], [-1.479741, -4.069069, -4.549296], [6.177644, 6.270590, -1.724249], [0.949851, -1.129274, 7.188248], [-5.336076, -3.598133, -0.731448], [3.580543, 1.012035, 0.113042], [-1.087256, -3.152817, 3.071135], [0.485261, -0.417196, -1.703116], [-5.547301, -4.012476, -2.451858], [1.212828, 2.532799, -1.039529], [-0.303476, -3.376990, 5.714995], [-0.399644, -4.448193, -1.666761], [-0.341897, -2.914280, -2.544975], [-4.170533, -1.704957, -1.874231], [-3.377734, -5.314190, -0.669034]], "forces_ev_per_angstrom": [[-0.79, -1.49, 0.64], [-0.49, -0.48, -0.99], [-0.07, 0.74, 0.58], [1.25, -0.15, -0.10], [-0.12, 0.39, -0.47], [-0.33, -0.01, -1.10], [-3.12, -0.50, 2.78], [0.17, 0.11, 0.75], [0.54, 0.01, 0.26], [0.15, 0.17, -0.42], [0.39, 0.08, -0.29], [-0.10, -1.13, 1.56], [0.91, 0.70, -0.33], [-0.05, -0.15, -0.51], [-0.04, 0.15, 0.16], [-1.12, -0.02, 0.74], [0.93, 2.14, -0.63], [-0.14, -0.43, 0.13], [-0.06, 0.37, 0.19], [0.29, 0.20, -0.51], [0.80, 1.86, -0.76], [-0.26, -0.21, -0.42], [0.18, -0.20, -1.71], [0.18, 0.21, -0.01], [-1.13, -1.40, -0.64], [-0.21, 0.77, -0.46], [0.63, 0.24, 0.52], [1.69, 0.62, -0.03], [-1.26, -0.40, 0.70], [-0.32, -0.33, -0.69], [-0.10, -0.22, 0.04], [-0.27, 0.19, -0.07], [0.28, -0.15, -0.04], [0.47, -1.31, 0.94], [-0.22, -0.08, -0.26], [0.34, 0.73, 0.54], [-0.02, -0.39, 0.01], [-0.09, -0.23, -0.08], [0.11, -0.14, 0.21], [0.39, 0.15, -0.09], [-0.21, 0.00, 0.14], [0.20, 0.22, -0.06], [0.12, 0.18, -0.27], [0.07, 0.15, 0.20], [0.15, 0.25, -0.04], [0.27, -0.04, -0.12], [0.06, 0.09, 0.18], [0.04, -0.01, -0.22], [-0.05, 0.25, -0.05], [0.23, -0.39, 0.07], [-0.28, -0.19, -0.12], [-0.14, 0.02, -0.18], [-0.07, -0.31, 0.00], [-0.24, 0.05, 0.14], [0.18, 0.19, 0.07], [0.21, 0.24, -0.21], [-0.10, -0.26, -0.16], [0.18, 0.04, -0.31], [-0.37, 0.00, 0.07], [0.07, -0.02, 0.19], [-0.07, 0.24, -0.13], [0.08, -0.10, 0.22], [0.38, 0.18, 0.04], [0.13, 0.30, -0.09], [0.10, -0.21, 0.11], [0.00, -0.34, 0.00], [0.13, -0.17, 0.24], [-0.13, -0.04, -0.08], [-0.32, 0.08, -0.17], [0.02, -0.19, -0.08], [-0.07, -0.10, 0.28], [0.05, -0.04, 0.16], [-0.03, 0.24, 0.09], [0.18, -0.08, 0.27], [0.00, -0.42, -0.11], [-0.02, 0.01, 0.13], [-0.17, 0.15, -0.13], [-0.26, -0.18, 0.11], [0.24, -0.20, -0.05], [0.06, 0.01, -0.28]], "lowdin_spin": [1.11, 0.02, 0.01, 0.19, 0.14, 0.01, 0.75, 0.00, 0.00, 0.01, 0.00, 0.01, 0.20, 0.00, 0.01, 0.15, 0.15, 0.00, 0.00, -0.01, 0.15, 0.00, 0.07, 0.01, 0.06, 0.01, 0.08, 0.08, 0.49, 0.08, 0.03, 0.00, 0.01, 0.01, 0.04, 0.02, 0.00, 0.00, 0.00, 0.01, 0.00, 0.00, 0.00, 0.00, 0.00, 0.01, 0.02, 0.00, 0.00, 0.00, 0.00, 0.00, 0.00, 0.00, 0.00, 0.01, 0.00, 0.01, 0.00, 0.00, 0.00, 0.00, 0.00, 0.02, 0.00, 0.00, 0.00, 0.02, 0.00, 0.00, 0.00, 0.00, 0.00, 0.00, 0.00, 0.00, 0.00, 0.00, 0.00, 0.00]}